# 1
48
Properties=species:S:1:pos:R:3:forces:R:3 method="wB97M-V/def2-TZVPD" fmax_ev_per_a=0.64 homo_ev=-13.954 homo_lumo_gap_ev=7.529 charge=+2 total_energy_ha=-2551.91629
Zr 0.287433 -0.380255 0.928750 -0.362 -0.103 0.522
S -1.977317 -1.587224 0.878227 0.153 0.110 -0.001
S 1.506621 -1.463554 2.872147 -0.201 -0.007 -0.040
S -0.324743 -2.044673 3.723849 0.175 0.107 0.002
S -1.648291 -0.806753 2.760944 -0.001 0.027 -0.088
C -2.521056 1.738878 -1.961657 -0.035 0.118 0.150
C -1.295108 1.308824 -1.226613 0.133 0.042 -0.048
N -1.220911 1.307853 0.058213 0.066 -0.387 -0.065
O -2.352415 1.796660 0.736911 0.016 0.027 -0.087
C -0.125878 0.803892 -2.017020 0.005 0.097 -0.260
C -0.319157 0.532567 -3.482904 -0.018 -0.013 0.028
N 1.078550 0.651600 -1.594780 -0.039 0.004 -0.057
O 1.308041 0.845943 -0.269845 0.002 -0.068 0.213
H -3.288581 0.961465 -1.866127 -0.005 0.004 0.002
H -2.335323 1.883198 -3.017980 0.020 0.012 -0.011
H -2.917991 2.661479 -1.539123 -0.017 -0.012 0.002
H -3.140482 1.332196 0.407154 0.032 -0.037 0.020
H -0.497808 1.450583 -4.043419 0.011 0.008 -0.008
H -1.160789 -0.139534 -3.656002 -0.008 -0.007 -0.005
H 0.585836 0.070719 -3.867095 0.001 -0.004 -0.007
C 0.210888 -4.824965 -2.678843 -0.020 -0.033 -0.004
C 0.850178 -3.746827 -1.881603 -0.014 0.085 0.089
C 2.157685 -3.298159 -1.835743 -0.032 -0.066 0.089
C 2.194037 -2.299399 -0.865340 0.101 0.072 -0.138
N 0.967215 -2.111294 -0.352526 -0.182 0.115 -0.117
N 0.159495 -2.997546 -1.006657 0.089 -0.005 0.058
C 3.374930 -1.505274 -0.429122 0.016 0.042 0.037
H 0.884235 -5.675320 -2.762843 -0.006 0.000 -0.005
H -0.011600 -4.473892 -3.686642 -0.004 0.003 -0.007
H -0.716289 -5.162364 -2.217870 -0.010 -0.010 -0.015
H 2.986614 -3.675818 -2.408066 0.029 0.000 -0.005
H -0.754852 -3.192842 -0.627376 0.031 -0.019 -0.044
H 4.269849 -2.122438 -0.479302 0.002 0.011 -0.008
H 3.272481 -1.157343 0.600873 0.018 -0.027 -0.031
H 3.516685 -0.637890 -1.074745 -0.009 -0.004 0.007
N -1.727087 2.787363 3.296987 -0.001 0.079 -0.007
C -0.379114 3.485496 3.326612 -0.024 -0.076 0.032
C 0.565350 2.978200 2.255343 -0.042 0.069 0.010
N 0.915047 1.551077 2.425207 0.176 -0.258 -0.128
H -1.763058 1.996385 3.941902 0.008 -0.036 -0.062
H -1.961733 2.427208 2.349192 -0.013 0.005 0.058
H -2.469596 3.432307 3.574413 0.015 -0.032 0.050
H 0.032270 3.340382 4.325037 -0.021 0.037 0.004
H -0.571212 4.546930 3.190681 0.043 -0.006 -0.062
H 1.456922 3.605247 2.310465 -0.033 0.000 0.013
H 0.137041 3.123537 1.261932 0.019 -0.010 0.021
H 0.853032 1.249255 3.397262 -0.026 0.035 -0.061
H 1.909950 1.434100 2.227154 -0.039 0.113 -0.039

---

# 2
38
Properties=species:S:1:pos:R:3:forces:R:3 method="wB97M-V/def2-TZVPD" fmax_ev_per_a=3.96 relative_energy_kj_mol=0.0 homo_ev=-8.289 homo_lumo_gap_ev=9.004 total_energy_ha=-982.06998
C -0.542960 -0.133225 5.915083 -0.725 0.789 -0.801
C -1.258190 0.565419 -5.173325 0.874 -0.558 2.493
C -2.076965 1.162870 -2.764253 2.782 0.188 -1.472
C -0.696806 -0.789439 4.500370 3.361 0.704 1.813
C 0.040184 0.047278 3.451701 -0.641 0.561 -0.230
C 0.141230 -0.686076 2.134007 -1.703 -0.118 -0.194
C 1.267474 -0.393189 1.243042 3.083 0.413 0.573
C 1.172613 -1.059050 -0.078355 3.368 -0.823 -1.908
C 2.036856 -0.207046 -1.136427 -1.541 -0.879 -0.563
C 1.202799 1.002163 -1.583893 1.969 -1.311 -1.607
C -1.027056 0.406526 -3.644869 1.549 1.711 0.445
O 1.612711 0.136233 -4.185407 1.053 -1.667 -0.541
O -0.855928 -0.902018 -3.243975 -0.043 -1.335 -0.060
S 0.872847 1.136990 -3.419816 -2.291 1.756 0.655
H 0.245101 -0.587652 6.471005 0.939 0.151 0.327
H -1.424950 -0.444837 6.404005 -1.071 -0.253 1.075
H -0.563153 0.994720 6.000283 0.399 -1.221 -0.491
H -0.350692 0.850636 -5.673954 0.360 -0.531 -0.490
H -1.963028 1.321564 -5.329615 -1.308 0.936 -0.411
H -1.631369 -0.425101 -5.303971 -0.358 -0.530 -1.516
H -1.943117 2.233571 -2.886414 0.156 0.214 -0.320
H -1.875939 0.985916 -1.756046 0.041 -0.609 1.746
H -3.067561 0.958862 -3.013725 -1.641 -0.757 -0.466
H -0.148715 -1.798536 4.652169 -1.347 1.307 -0.829
H -1.716562 -0.831476 4.360167 -2.165 -0.791 -0.872
H 1.029368 0.121270 3.934757 -0.083 0.859 -0.645
H -0.503634 1.060738 3.186994 1.375 -1.641 1.241
H -0.749294 -0.424688 1.514387 0.084 -0.382 0.570
H 0.082806 -1.754229 2.328667 0.026 -0.301 -0.130
H 2.252906 -0.758776 1.670232 -0.911 0.809 0.007
H 1.375381 0.687996 1.032009 -0.119 -0.207 0.536
H 0.111908 -1.027564 -0.315458 0.068 -0.887 -0.884
H 1.777213 -2.078006 -0.100575 -2.207 1.489 0.266
H 2.249669 -0.769096 -2.047790 -0.137 -0.463 0.056
H 3.033379 0.081996 -0.803708 -0.204 0.045 0.603
H 0.267507 0.863038 -1.156375 -1.757 0.843 1.028
H 1.797314 1.870661 -1.419932 -0.444 1.114 0.523
H -0.173345 -1.418442 -3.760995 -0.787 1.375 0.472

---

# 3
43
Properties=species:S:1:pos:R:3:forces:R:3 method="wB97M-V/def2-TZVPD" fmax_ev_per_a=2.92 homo_ev=-6.909 homo_lumo_gap_ev=7.375 total_energy_ha=-2024.74670
C 0.068693 -1.911160 -2.574727 0.205 -0.906 -0.027
C 0.094068 -0.776165 -1.724254 0.130 1.087 0.359
N 0.367652 -0.932532 -0.365467 -0.013 0.271 -0.075
C 0.835984 -2.117236 0.072439 -0.113 -0.878 -0.794
C 0.925490 -3.230492 -0.764592 0.051 0.700 0.921
C 0.517785 -3.124232 -2.099439 -0.525 0.819 -0.337
C -0.076743 0.516008 -2.240628 -0.844 0.263 -0.457
P 0.403808 1.935204 -1.292089 -0.231 -1.700 -0.003
Al 0.340085 0.788528 0.871453 2.698 1.059 -0.369
P 0.573602 -0.931450 2.562685 -0.405 0.211 -0.607
C 1.292125 -2.245724 1.512635 -0.073 0.074 0.262
O -2.986290 0.913836 -2.380077 -0.074 0.497 0.152
O -3.320893 1.855303 0.291761 1.295 1.459 -0.619
H -0.256707 -1.758646 -3.606418 0.200 -0.166 0.337
H 1.280009 -4.153825 -0.343533 0.121 -0.219 -0.025
H 0.548030 -3.988668 -2.749221 -0.004 -0.023 -0.019
C 2.047707 2.208560 -2.019855 0.051 0.724 0.322
C -0.596694 3.409708 -1.625799 0.117 0.248 -0.370
H 0.979253 -3.215208 1.914511 0.186 0.019 -0.113
H 2.387915 -2.183770 1.591741 -0.271 0.038 -0.173
H -2.050874 0.686488 -2.243910 0.678 0.028 -0.221
H -0.205858 0.635284 -3.328952 0.125 -0.280 0.477
C 1.689569 -0.719254 3.966638 0.041 0.032 0.280
C -0.955638 -1.670694 3.176275 -0.092 -0.258 0.526
H -1.666115 1.006992 0.747553 -0.834 0.747 -0.357
H -2.912724 2.756084 0.339126 -0.720 -0.781 0.725
H -3.029501 1.658904 -0.623691 -0.835 -0.564 -0.157
H -3.415827 0.080724 -2.220853 -0.606 -0.541 0.030
H 1.926159 0.909842 0.928224 0.544 -0.195 0.131
H -1.269196 0.454535 0.997101 -0.911 -1.742 0.402
H 1.926861 2.486202 -3.077574 0.142 -0.030 0.304
H 2.528688 3.007158 -1.446488 0.303 -0.036 -0.306
H 2.629615 1.279821 -1.939620 -0.287 0.340 0.076
H -0.609905 3.617177 -2.705040 -0.114 0.101 0.289
H -1.627692 3.308870 -1.256385 0.454 -0.051 -0.205
H -0.113212 4.237795 -1.086720 -0.209 -0.149 -0.197
H -0.733135 -2.580739 3.750221 -0.252 0.159 -0.085
H -1.468779 -0.940843 3.816267 0.059 -0.228 -0.130
H -1.610049 -1.915092 2.330096 0.174 0.042 0.164
H 1.720015 -1.632014 4.579070 0.051 0.272 -0.133
H 2.697607 -0.475204 3.603367 -0.343 -0.042 0.067
H 1.319677 0.122707 4.568690 0.157 -0.253 -0.114
Cl -0.194565 2.627220 2.095477 -0.027 -0.147 0.070